*1*
The following is a quantum chemistry calculation of 12 unconnected molecules or ions with the total composition C32H88O28S12, from the Open Molecules 2025 dataset.

Atoms and positions in Å:
O: -1.505 -7.922 -0.952
S: -0.477 -8.976 -1.025
O: 0.220 -9.280 -2.280
O: 0.722 -8.482 -0.042
C: 1.375 -7.262 -0.430
C: 1.332 -6.316 0.725
C: -1.023 -10.364 -0.140
H: 0.960 -6.870 -1.358
H: 2.402 -7.438 -0.749
H: 1.980 -5.441 0.681
H: 1.667 -6.829 1.627
H: 0.358 -5.837 0.828
H: -1.991 -10.637 -0.560
H: -1.024 -10.097 0.917
H: -0.351 -11.195 -0.356
O: 3.397 -3.905 -3.312
S: 2.488 -3.380 -2.280
O: 1.392 -4.121 -1.701
O: 3.390 -2.744 -1.051
C: 4.686 -2.162 -1.441
C: 5.346 -1.682 -0.124
C: 1.790 -1.838 -2.856
H: 4.336 -1.353 -2.081
H: 5.325 -2.856 -1.987
H: 5.597 -2.528 0.516
H: 4.609 -1.053 0.375
H: 6.178 -1.023 -0.373
H: 2.298 -1.513 -3.764
H: 1.717 -1.031 -2.127
H: 0.791 -2.166 -3.142
O: -6.050 -1.215 0.036
S: -4.990 -0.625 0.879
O: -4.014 -1.503 1.464
O: -4.224 0.614 0.095
C: -4.061 0.459 -1.297
C: -3.473 1.705 -1.855
C: -5.780 0.418 2.250
H: -4.900 0.169 -1.930
H: -3.294 -0.287 -1.505
H: -2.621 2.039 -1.263
H: -4.238 2.473 -1.741
H: -3.190 1.484 -2.884
H: -5.006 1.038 2.700
H: -6.462 -0.138 2.894
H: -6.484 1.058 1.718
O: 0.409 -0.677 -6.036
S: 0.001 0.534 -5.296
O: 0.026 0.498 -3.822
O: 0.834 1.924 -5.802
C: 2.278 1.827 -5.901
C: 2.632 3.255 -6.108
C: -1.687 1.024 -5.777
H: 2.562 1.121 -6.682
H: 2.732 1.472 -4.976
H: 2.317 3.657 -7.071
H: 3.719 3.330 -6.107
H: 2.258 3.891 -5.306
H: -1.942 0.903 -6.829
H: -1.899 2.030 -5.414
H: -2.300 0.330 -5.203
O: -3.600 4.366 0.334
S: -2.816 5.261 -0.526
O: -1.622 5.983 -0.086
O: -2.571 4.448 -1.987
C: -1.823 5.116 -2.995
C: -0.777 4.201 -3.476
C: -4.033 6.487 -1.124
H: -1.417 6.047 -2.599
H: -2.490 5.369 -3.819
H: -1.146 3.279 -3.926
H: -0.112 3.873 -2.677
H: -0.179 4.576 -4.307
H: -3.553 7.152 -1.842
H: -4.325 7.143 -0.304
H: -4.832 5.943 -1.628
O: 6.863 1.339 1.362
S: 5.974 2.244 0.666
O: 6.303 3.681 0.609
O: 5.816 1.694 -0.957
C: 4.977 2.271 -1.895
C: 3.538 1.670 -1.897
C: 4.314 2.010 1.317
H: 5.423 2.148 -2.882
H: 5.013 3.350 -1.751
H: 2.920 2.307 -1.264
H: 3.417 0.653 -1.523
H: 3.076 1.837 -2.870
H: 4.447 2.362 2.341
H: 4.111 0.943 1.233
H: 3.653 2.506 0.607
O: -1.328 -3.994 -4.262
S: -2.258 -3.436 -3.273
O: -2.429 -1.984 -3.152
O: -3.804 -3.964 -3.652
C: -4.047 -5.225 -4.163
C: -5.511 -5.451 -4.107
C: -2.039 -4.345 -1.614
H: -3.564 -6.007 -3.577
H: -3.745 -5.335 -5.205
H: -5.713 -6.438 -4.522
H: -6.047 -4.785 -4.785
H: -5.766 -5.441 -3.048
H: -1.449 -5.230 -1.851
H: -3.006 -4.708 -1.266
H: -1.414 -3.786 -0.918
O: 3.883 1.624 5.029
S: 2.519 1.675 5.533
O: 1.443 1.668 4.541
O: 2.444 0.424 6.577
C: 1.139 -0.077 6.934
C: 0.647 0.330 8.261
C: 2.408 3.138 6.683
H: 1.192 -1.166 6.910
H: 0.406 0.176 6.168
H: 1.259 -0.129 9.037
H: -0.376 0.015 8.468
H: 0.698 1.405 8.429
H: 3.084 2.930 7.513
H: 1.416 3.278 7.111
H: 2.647 4.070 6.170
C: -0.486 2.160 0.733
S: 0.317 0.997 -0.427
O: 1.654 0.611 0.246
C: -0.906 -0.337 -0.099
H: -1.076 2.917 0.216
H: 0.285 2.749 1.232
H: -1.043 1.731 1.566
H: -0.594 -1.210 0.474
H: -1.148 -0.716 -1.092
H: -1.837 0.029 0.333
C: 1.443 -3.253 2.950
S: -0.225 -3.166 2.316
O: -0.785 -4.451 2.835
C: -0.846 -1.757 3.390
H: 1.998 -4.053 2.461
H: 1.207 -3.547 3.973
H: 1.952 -2.290 2.900
H: -0.499 -0.804 2.992
H: -0.695 -1.967 4.449
H: -1.934 -1.763 3.327
C: -1.803 2.387 5.931
S: -2.020 1.678 4.262
O: -3.219 0.745 4.253
C: -2.845 3.172 3.563
H: -2.755 2.867 6.158
H: -1.066 3.182 5.822
H: -1.482 1.667 6.684
H: -2.866 2.869 2.516
H: -2.223 4.057 3.694
H: -3.896 3.251 3.842
C: 1.444 6.770 1.147
S: 2.235 5.094 0.851
O: 3.740 5.275 0.673
C: 1.959 4.516 2.560
H: 2.060 7.281 1.887
H: 0.382 6.650 1.361
H: 1.476 7.381 0.245
H: 2.686 4.998 3.213
H: 2.049 3.447 2.750
H: 0.988 4.836 2.938

Calculated values
Total charge: 0
Orbital gap: 8.33 eV
HOMO energy: -0.3152 Ha



*2*
The following is a quantum chemistry calculation of 12 unconnected molecules or ions with the total composition C32H88O28S12, from the Open Molecules 2025 dataset.

Atoms and positions in Å:
O: 7.233 0.508 6.676
S: 6.201 1.534 6.807
O: 6.546 2.885 6.594
O: 4.950 1.085 5.900
C: 5.172 1.448 4.489
C: 3.940 0.950 3.640
C: 5.448 1.449 8.415
H: 6.082 0.960 4.186
H: 5.331 2.518 4.378
H: 4.269 0.943 2.595
H: 3.054 1.558 3.925
H: 3.768 -0.097 3.860
H: 5.385 0.405 8.711
H: 4.467 1.922 8.390
H: 6.064 1.939 9.163
O: -4.538 -3.599 0.654
S: -5.606 -2.605 0.650
O: -5.559 -1.456 1.477
O: -5.710 -2.162 -0.879
C: -5.915 -0.810 -1.225
C: -5.798 -0.682 -2.725
C: -7.162 -3.492 0.858
H: -5.204 -0.134 -0.750
H: -6.855 -0.429 -0.825
H: -4.772 -0.790 -3.078
H: -6.169 0.242 -3.191
H: -6.366 -1.494 -3.157
H: -7.168 -3.737 1.928
H: -6.966 -4.489 0.417
H: -8.069 -3.043 0.504
O: 1.229 5.253 -1.718
S: 2.624 5.556 -1.463
O: 2.957 6.773 -0.717
O: 3.312 4.370 -0.761
C: 2.773 3.872 0.476
C: 3.940 4.015 1.573
C: 3.514 5.554 -3.041
H: 2.461 2.829 0.453
H: 1.887 4.438 0.818
H: 3.509 3.866 2.549
H: 4.358 5.026 1.591
H: 4.725 3.329 1.280
H: 3.304 6.529 -3.453
H: 3.106 4.781 -3.687
H: 4.539 5.415 -2.839
O: 5.081 -1.840 1.902
S: 5.209 -3.147 1.386
O: 6.201 -3.466 0.391
O: 5.276 -4.004 2.673
C: 5.410 -5.458 2.632
C: 6.016 -5.984 3.965
C: 3.583 -3.639 0.724
H: 6.078 -5.549 1.766
H: 4.372 -5.738 2.456
H: 5.354 -5.796 4.781
H: 6.998 -5.574 4.146
H: 6.231 -7.073 3.883
H: 3.613 -3.238 -0.252
H: 2.812 -3.227 1.361
H: 3.493 -4.730 0.737
O: -1.473 -3.931 -4.563
S: -2.128 -3.230 -3.406
O: -1.713 -1.853 -3.114
O: -3.674 -3.220 -3.738
C: -4.314 -4.298 -4.546
C: -4.465 -5.572 -3.701
C: -1.776 -4.293 -2.024
H: -3.711 -4.405 -5.443
H: -5.234 -3.789 -4.816
H: -3.613 -6.237 -3.836
H: -5.305 -6.182 -4.053
H: -4.584 -5.405 -2.635
H: -0.812 -3.832 -1.711
H: -1.635 -5.272 -2.419
H: -2.529 -4.096 -1.262
O: -3.106 1.096 -8.206
S: -4.118 0.450 -7.434
O: -4.748 -0.721 -7.974
O: -3.433 0.083 -6.156
C: -2.147 -0.618 -6.192
C: -1.137 0.072 -5.246
C: -5.232 1.642 -6.750
H: -1.682 -0.709 -7.154
H: -2.498 -1.613 -5.910
H: -0.991 1.066 -5.613
H: -0.169 -0.414 -5.183
H: -1.640 0.130 -4.309
H: -4.813 2.104 -5.849
H: -6.223 1.265 -6.501
H: -5.251 2.423 -7.504
O: -0.277 2.480 1.985
S: -1.299 3.488 1.989
O: -1.570 4.156 3.219
O: -0.830 4.536 0.929
C: -1.463 5.811 0.737
C: -0.496 6.933 0.570
C: -2.880 2.949 1.271
H: -2.079 6.021 1.605
H: -2.072 5.679 -0.154
H: 0.231 6.714 -0.207
H: 0.021 7.214 1.523
H: -1.079 7.816 0.238
H: -3.538 3.803 1.108
H: -3.238 2.429 2.148
H: -2.736 2.404 0.349
O: 0.947 -2.229 0.110
S: 1.207 -0.823 0.066
O: 1.962 -0.333 -1.031
O: -0.184 -0.133 0.305
C: -1.120 -0.083 -0.794
C: -2.489 -0.380 -0.313
C: 2.012 -0.408 1.594
H: -0.873 -0.848 -1.537
H: -1.028 0.956 -1.276
H: -2.463 -1.307 0.292
H: -3.249 -0.511 -1.118
H: -2.863 0.394 0.411
H: 2.219 0.664 1.534
H: 2.996 -0.916 1.667
H: 1.454 -0.410 2.512
C: 0.645 2.094 -3.233
S: 1.585 1.945 -4.752
O: 2.283 3.230 -4.884
C: 2.731 0.771 -4.150
H: 0.174 3.077 -3.290
H: 1.375 2.125 -2.404
H: -0.104 1.282 -3.127
H: 3.474 1.221 -3.472
H: 3.289 0.281 -4.952
H: 2.140 0.083 -3.574
C: -0.239 -4.143 2.729
S: -0.614 -2.863 3.932
O: 0.639 -2.074 4.105
C: -1.701 -1.878 2.913
H: 0.539 -4.736 3.179
H: 0.222 -3.693 1.838
H: -1.154 -4.592 2.396
H: -2.615 -2.446 2.627
H: -1.256 -1.705 1.950
H: -1.881 -0.912 3.411
C: 4.845 -2.369 5.565
S: 3.296 -2.922 4.977
O: 3.289 -4.410 4.706
C: 2.342 -2.694 6.471
H: 5.196 -3.019 6.407
H: 4.593 -1.388 5.905
H: 5.528 -2.402 4.720
H: 1.759 -3.594 6.520
H: 1.735 -1.771 6.402
H: 3.024 -2.715 7.323
C: -2.506 4.190 -3.243
S: -3.742 3.022 -2.832
O: -3.033 2.099 -1.936
C: -4.820 4.027 -1.826
H: -3.042 4.868 -3.948
H: -1.693 3.740 -3.797
H: -2.111 4.634 -2.324
H: -4.377 4.816 -1.243
H: -5.223 3.210 -1.225
H: -5.681 4.428 -2.350

Calculated values
Total charge: 0
Orbital gap: 8.03 eV
HOMO energy: -0.3024 Ha



Relative energies, hartree: *1* 0.0830; *2* 0.0000.



*1*
The following is a quantum chemistry calculation of 4 unconnected molecules or ions with the total composition C3H16NO4, from the Open Molecules 2025 dataset.

Atoms and positions in Å:
C: 2.590 -0.369 0.915
C: 1.289 -0.767 1.695
C: 1.171 0.110 2.918
O: 0.206 -0.701 0.815
N: 2.330 -0.565 -0.555
H: 2.810 0.680 1.058
H: 3.431 -1.005 1.186
H: 1.376 -1.817 1.982
H: 2.043 0.022 3.555
H: 0.349 -0.209 3.555
H: 1.017 1.162 2.693
H: -0.051 0.219 0.592
H: 1.564 0.045 -0.846
H: 2.024 -1.511 -0.774
H: 3.127 -0.288 -1.125
H: -0.270 2.550 0.146
H: -1.220 1.677 -0.731
O: -0.333 1.702 -0.320
H: -5.597 -2.717 -3.560
H: -5.361 -1.669 -2.490
O: -4.949 -2.068 -3.265
H: -2.050 2.263 -2.979
H: -3.226 1.597 -2.201
O: -2.269 1.660 -2.264

Calculated values
Total charge: +1
Orbital gap: 10.40 eV
HOMO energy: -0.4956 Ha



*2*
The following is a quantum chemistry calculation of 4 unconnected molecules or ions with the total composition C3H16NO4, from the Open Molecules 2025 dataset.

Atoms and positions in Å:
C: -0.267 0.912 1.859
C: -1.225 1.056 0.572
C: -0.775 2.104 -0.381
O: -1.358 -0.242 0.111
N: -0.174 -0.586 2.158
H: 0.759 1.249 1.510
H: -0.711 1.457 2.758
H: -2.217 1.322 1.030
H: -0.196 2.925 -0.069
H: -1.374 2.675 -1.118
H: -0.058 1.674 -1.076
H: -1.126 -0.281 -0.960
H: 0.173 -1.219 1.298
H: -1.170 -1.067 2.404
H: 0.373 -0.777 3.000
H: 1.617 -2.617 0.283
H: 2.177 -1.177 0.202
O: 1.302 -1.675 0.254
H: 1.281 -0.600 -1.927
H: 2.768 -0.616 -2.250
O: 2.160 -0.356 -1.573
H: 0.004 -1.525 -3.142
H: -1.502 -1.314 -2.580
O: -0.465 -1.325 -2.359

Calculated values
Total charge: +1
Orbital gap: 10.75 eV
HOMO energy: -0.5029 Ha



*3*
The following is a quantum chemistry calculation of 5 unconnected molecules or ions with the total composition C3H16NO4, from the Open Molecules 2025 dataset.

Atoms and positions in Å:
C: 0.165 -1.745 -0.765
C: -0.663 -0.555 -0.223
C: 0.660 0.412 1.521
N: -0.450 -0.158 1.196
H: 0.939 -1.460 -1.457
H: 0.667 -2.132 0.118
H: -0.486 -2.519 -1.181
H: -0.815 0.332 -0.859
H: -1.734 -0.884 -0.081
H: 1.123 0.492 2.510
H: 1.349 0.644 0.719
H: -1.303 -0.096 1.756
H: -2.981 -1.564 2.528
H: -3.533 -0.206 2.867
O: -2.977 -0.650 2.214
H: 4.167 0.529 0.184
H: 2.835 1.462 0.023
O: 3.222 0.639 0.373
H: -1.491 0.238 -3.651
H: -1.285 -1.293 -3.581
O: -1.517 -0.521 -3.059
H: 1.388 3.358 -1.074
H: 1.231 3.058 0.376
O: 1.489 2.622 -0.453

Calculated values
Total charge: +1
Orbital gap: 10.28 eV
HOMO energy: -0.5338 Ha



Relative energies, hartree: *1* 0.0000; *2* 0.0689; *3* 0.0491.